42
Properties=species:S:1:pos:R:3:forces:R:3:nbo_charge:R:1 method="wB97M-V/def2-TZVPD" lumo_ev="-0.96 / -1.33" max_force_ev_per_a=0.5 charge=0 multiplicity=2 energy_ha=-1681.49234
Rh 0.580420 -0.306649 0.143003 0.2361 0.1018 0.3747 1.1160
C 0.693259 -2.210500 2.325348 0.0021 0.0576 0.0895 -0.4441
N -0.312893 -1.459322 1.534497 -0.1240 -0.1028 0.0422 -0.2785
C -1.113404 -0.628754 2.462177 -0.0063 0.0296 -0.0853 -0.4258
C -1.215852 -2.429493 0.826117 -0.0034 0.0070 0.0041 -0.2445
C -1.799627 -1.753918 -0.374066 0.0136 -0.0132 0.0192 -0.1288
C -3.002846 -2.103250 -0.969038 0.0087 0.0123 0.0215 -0.1904
C -3.411586 -1.445094 -2.121498 0.0000 0.0150 -0.0214 -0.2279
C -2.617007 -0.446260 -2.668901 -0.0274 -0.0121 -0.0105 -0.2044
C -1.416745 -0.092153 -2.061733 -0.0178 -0.0298 0.0179 -0.2951
C -1.004118 -0.744046 -0.907996 -0.0348 0.0098 -0.2797 -0.0188
H 0.171868 -2.780625 3.098458 -0.0185 -0.0199 -0.0198 0.1962
H 1.372831 -1.500588 2.791258 0.0118 -0.0172 -0.0379 0.2419
H 1.242389 -2.886454 1.677834 0.0299 0.0304 -0.0183 0.2527
H -1.550458 -1.279620 3.222167 -0.0044 0.0094 0.0062 0.1967
H -1.897940 -0.120590 1.907971 0.0005 0.0003 -0.0110 0.2326
H -0.466125 0.108342 2.928398 0.0067 0.0105 -0.0014 0.2340
H -1.971983 -2.781343 1.533105 0.0278 -0.0319 0.0182 0.2054
H -0.598863 -3.278617 0.530358 0.0305 0.0409 -0.0577 0.2375
H -3.618643 -2.887420 -0.542975 0.0005 -0.0009 -0.0022 0.2097
H -4.345769 -1.715198 -2.595925 -0.0014 0.0008 0.0007 0.2143
H -2.932162 0.054824 -3.575856 0.0009 0.0010 -0.0029 0.2116
H -0.797181 0.680344 -2.508782 -0.0031 -0.0003 -0.0087 0.2042
O -0.418373 1.438451 0.785798 0.0834 0.0241 -0.0262 -0.5857
N 0.052535 2.487209 0.108790 -0.1315 -0.0748 -0.0123 0.0429
C 1.339184 2.854996 0.239571 0.0674 -0.0937 -0.1052 0.0237
C 1.809761 3.946375 -0.462365 -0.0006 -0.0410 0.0240 -0.2137
C 0.952397 4.658888 -1.282539 -0.0097 0.0420 -0.0254 -0.1534
C -0.371788 4.256420 -1.390934 0.0259 -0.0100 0.0177 -0.2166
C -0.801987 3.156285 -0.686381 -0.0210 0.0042 0.0621 0.0298
H 1.939964 2.208337 0.867995 0.0094 -0.0416 0.0903 0.2922
H 2.850941 4.213786 -0.359735 0.0026 0.0037 -0.0034 0.2491
H 1.310386 5.514178 -1.838463 0.0008 -0.0012 0.0058 0.2353
H -1.073203 4.779725 -2.023769 0.0024 0.0039 -0.0013 0.2401
H -1.802250 2.751202 -0.705896 0.0118 -0.0064 -0.0142 0.2521
F 3.788085 0.002909 -0.995339 -0.1034 0.1917 0.0270 -0.6719
Te 3.501512 -1.560906 0.090064 -0.0200 -0.1183 -0.2576 2.9058
F 4.185311 -2.453148 -1.390122 -0.0403 -0.0317 0.0541 -0.6284
F 5.306445 -1.321772 0.740004 0.0490 -0.0291 -0.0295 -0.6327
F 2.275792 0.171150 1.338373 0.0151 0.0185 -0.0442 -0.7683
F 3.480029 -3.342054 0.892360 -0.0676 0.1096 0.0869 -0.6723
O 1.687695 -1.755648 -0.581333 -0.0020 -0.0483 0.1138 -1.0224